Entry 1:
{"formula": "C4H12N2O2", "method": "ωB97M-V/def2-TZVPD", "species": ["C", "C", "C", "C", "N", "O", "N", "H", "H", "H", "H", "H", "H", "H", "H", "H", "H", "H", "H", "O"], "positions_angstrom": [[-0.767071, 1.164773, -0.796316], [-0.363942, 0.755353, 0.590588], [0.306799, -0.621140, 0.592122], [1.842191, -0.433953, 0.429812], [2.046601, 0.406464, -0.659339], [2.402514, -1.730603, 0.104114], [-1.811863, 0.328255, -1.278401], [0.139388, 1.135222, -1.449073], [-1.140427, 2.192372, -0.697418], [0.373923, 1.533078, 0.854429], [-1.151030, 0.805430, 1.331834], [0.149621, -1.213423, 1.479854], [-0.010145, -1.153259, -0.298951], [2.292751, -0.217162, 1.400520], [2.834084, 1.026907, -0.475550], [-2.554591, 0.812276, -1.762389], [-2.964214, -1.665511, 1.117369], [-2.150655, -0.397637, -0.591104], [2.760074, -1.654097, -0.791264], [-2.234001, -1.073348, 0.899170]], "forces_ev_per_a": [[-2.2, -0.2, 1.2], [1.5, 0.4, 0.6], [-0.3, 0.8, -0.5], [0.4, -0.8, -0.1], [0.7, -1.1, -0.5], [-0.4, 0.1, -0.2], [0.3, 0.4, -0.1], [0.7, 0.0, 0.0], [0.4, 0.2, -0.6], [0.1, -0.3, 0.3], [-0.5, -0.1, -0.4], [-0.1, -0.3, 0.3], [-0.1, -0.4, 0.2], [0.0, 0.7, 0.0], [-0.6, 1.0, 0.2], [0.1, 0.0, -0.2], [0.1, -0.1, 0.0], [0.1, -0.4, 0.4], [-0.1, -0.1, 0.0], [-0.2, 0.2, -0.5]], "e_tot_ha": -419.32129, "multiplicity": 1, "gap_ev": 4.26, "e_homo_ev": -8.34, "charge": 0}



Entry 2:
{"formula": "C4H12N2O2", "method": "ωB97M-V/def2-TZVPD", "species": ["C", "N", "C", "C", "C", "N", "O", "H", "H", "H", "H", "H", "H", "H", "H", "H", "H", "O", "H", "H"], "positions_angstrom": [[-0.328941, 1.197789, -1.356228], [0.639641, 0.114407, -1.056273], [1.561802, -0.014538, -2.129046], [1.124489, 0.198771, 0.317110], [0.111245, -0.299609, 1.279927], [-0.741359, -1.221240, 0.773082], [-0.104538, 0.144970, 2.417802], [-0.612609, 1.661021, -0.417587], [0.063880, 1.850797, -2.126513], [-1.280633, 0.732830, -1.677407], [2.479760, -0.605587, -2.051348], [1.959531, 0.903077, -2.639633], [1.002556, -0.411566, -3.007071], [1.522811, 1.223598, 0.426994], [2.065944, -0.325188, 0.540286], [-1.379700, -1.642674, 1.441836], [-0.582159, -1.544369, -0.159237], [-2.457900, -0.975171, 3.247059], [-3.329364, -0.648461, 3.016779], [-1.714451, -0.338864, 3.159473]], "forces_ev_per_a": [[-0.7, -1.8, 0.5], [0.0, -0.1, 0.4], [0.6, 0.1, -2.9], [2.1, 1.2, -1.0], [-2.5, 0.5, 1.2], [0.6, 0.0, 0.5], [1.2, 0.0, -0.7], [0.3, 0.7, 0.0], [-0.1, 0.4, 0.1], [0.4, 0.3, -0.4], [-0.5, -0.4, 0.9], [-0.3, 0.3, 1.1], [0.3, -0.3, 0.5], [-0.9, 0.1, 1.0], [-0.3, -0.7, -0.6], [0.0, 0.0, -0.3], [-0.1, -0.2, -0.3], [0.3, -0.8, 0.2], [0.4, 0.6, 0.0], [-0.7, 0.1, -0.2]], "e_tot_ha": -419.58241, "multiplicity": 1, "gap_ev": 9.68, "e_homo_ev": -8.93, "charge": 0, "smiles": "CN(C)CC(N)=O.O"}



Entry 3:
{"formula": "C4H12N2OS", "method": "ωB97M-V/def2-TZVPD", "species": ["N", "C", "C", "C", "S", "N", "C", "O", "H", "H", "H", "H", "H", "H", "H", "H", "H", "H", "H", "H"], "positions_angstrom": [[1.938188, 0.867556, -0.941529], [0.648311, 0.354411, -1.432702], [-0.300260, -0.058809, -0.270113], [-1.167688, -1.194792, -0.815775], [-2.358972, -0.709053, -2.070968], [0.475451, -0.680876, 0.834659], [0.094357, -0.190345, 2.145414], [0.606411, 1.151944, 2.335800], [1.976584, 1.176041, 0.017498], [2.501846, 1.469207, -1.513920], [0.132401, 1.116035, -2.010099], [0.958865, -0.490549, -2.035408], [-0.755483, 0.833232, 0.163170], [-0.602591, -2.127455, -0.922438], [-1.781380, -1.570521, 0.018126], [-3.295835, -0.274310, -1.188297], [1.436018, -0.563700, 0.539116], [0.533074, -0.736145, 2.967847], [-0.999650, -0.179139, 2.145252], [-0.039656, 1.807268, 2.034364]], "forces_ev_per_a": [[0.2, -0.2, 0.8], [0.9, 1.1, 0.9], [1.9, -1.4, -0.3], [-1.5, 0.1, 2.2], [-0.3, 0.0, -0.3], [-0.5, -0.2, -0.3], [0.9, 1.1, -1.6], [-0.4, 0.3, 0.3], [-0.3, 0.3, 0.0], [-0.3, 0.0, -0.4], [-0.2, -0.2, -0.4], [-0.8, -0.4, -0.3], [-0.8, -0.1, -0.6], [0.3, 0.6, -1.1], [-0.1, 0.4, 0.0], [0.4, -0.2, -0.4], [0.3, -0.2, 1.0], [-0.1, -0.5, -0.1], [0.1, -0.2, 0.4], [0.2, -0.3, 0.1]], "e_tot_ha": -742.49812, "multiplicity": 1, "gap_ev": 9.65, "e_homo_ev": -8.99, "charge": 0, "smiles": "NC[C@@H](CS)NCO"}



Entry 4:
{"formula": "C4H12N2P", "method": "ωB97M-V/def2-TZVPD", "species": ["C", "C", "C", "C", "N", "N", "P", "H", "H", "H", "H", "H", "H", "H", "H", "H", "H", "H", "H"], "positions_angstrom": [[-0.951120, 0.036699, 1.666656], [0.244211, -0.262715, -0.509252], [0.640892, -1.708080, -0.591051], [0.303073, 0.646960, -1.727178], [1.474645, 0.437126, 1.144442], [-1.006115, -0.009531, 0.146908], [0.475033, 1.156832, 2.143620], [-2.087180, 0.394436, 1.756198], [-0.875437, -1.036579, 2.107786], [0.868095, -1.967784, 0.422358], [1.543284, -1.730227, -1.148152], [-0.200180, -2.271439, -1.117540], [1.221184, 0.736200, -2.321537], [-0.175497, 1.657131, -1.526622], [-0.464811, 0.371190, -2.464080], [2.292590, 0.961209, 0.828784], [-1.805775, -0.662209, -0.104712], [-1.376258, 0.902393, -0.217026], [-0.120631, 2.348390, 1.510399]], "forces_ev_per_a": [[-3.0, -0.4, 0.8], [2.1, 1.3, -0.2], [-1.6, 1.0, -0.4], [-1.1, 1.0, -0.3], [0.0, -1.9, -4.1], [-1.6, 0.0, -0.4], [-2.7, 1.4, 1.8], [2.6, -0.5, 1.2], [0.0, 1.9, -1.0], [-0.1, -1.0, 0.5], [0.7, -0.4, -0.6], [1.2, 0.3, 0.8], [-0.1, -0.1, 0.7], [1.4, -0.6, 0.3], [0.1, -0.9, 0.0], [-0.2, -0.3, -0.1], [1.5, 0.3, 0.2], [0.6, -0.6, 0.8], [0.3, -0.6, 0.0]], "e_tot_ha": -610.10168, "multiplicity": 1, "gap_ev": [8.13, 8.13], "e_homo_ev": [-12.58, -12.58], "charge": 1}



Entry 5:
{"formula": "C4H12N2S", "method": "ωB97M-V/def2-TZVPD", "species": ["C", "C", "C", "S", "N", "C", "N", "H", "H", "H", "H", "H", "H", "H", "H", "H", "H", "H", "H"], "positions_angstrom": [[0.698686, -1.753194, 0.611424], [-0.271241, -0.564675, 0.599149], [-1.366427, -1.204654, -0.402979], [-2.867063, -0.243134, -0.665037], [-0.071947, 0.724308, -0.086198], [1.023617, 1.604631, 0.261789], [1.244041, 2.578337, -0.811747], [1.723097, -1.448458, 0.668121], [0.572382, -2.469914, 1.467013], [0.670715, -2.171050, -0.332331], [-0.571145, -0.485642, 1.618970], [-0.838571, -1.338430, -1.345775], [-1.708565, -2.239731, -0.090448], [-3.194079, 0.426422, 0.556753], [-0.169482, 0.632967, -1.095339], [0.799259, 2.119934, 1.162504], [2.059929, 1.084958, 0.652998], [0.369417, 2.683856, -1.324296], [1.897376, 2.063467, -1.444569]], "forces_ev_per_a": [[1.5, 1.2, 1.8], [-1.7, -1.4, -2.7], [-0.6, -0.7, 2.8], [-1.2, 1.1, 0.4], [1.1, -0.8, 0.9], [1.8, -0.8, 0.8], [1.4, -1.6, -0.4], [0.9, 0.5, 0.4], [-0.4, 0.6, -1.0], [-0.2, -1.7, -1.7], [-0.9, 0.8, 0.6], [-0.3, 0.3, -0.2], [0.7, 1.2, -0.1], [1.0, -1.2, -1.3], [0.3, -0.1, 0.3], [-0.7, 0.7, 0.8], [-2.0, 0.8, -1.7], [0.1, 0.1, 0.2], [-0.8, 1.0, 0.3]], "e_tot_ha": -667.22732, "multiplicity": 1, "gap_ev": 9.45, "e_homo_ev": -8.52, "charge": 0, "smiles": "C[C@H](CS)NCN"}



Entry 6:
{"formula": "C4H12N2S", "method": "ωB97M-V/def2-TZVPD", "species": ["C", "C", "C", "S", "C", "N", "N", "H", "H", "H", "H", "H", "H", "H", "H", "H", "H", "H", "H"], "positions_angstrom": [[-0.611015, -1.729751, 0.070969], [-0.156549, -0.560615, 0.862395], [-1.334120, 0.074072, 1.580293], [0.413457, 0.813306, -0.401137], [1.796269, 0.027250, -1.426961], [-1.120369, 0.941120, -1.423562], [1.326198, 1.924624, 0.073289], [-0.946946, -2.476333, 0.808658], [-1.458006, -1.442903, -0.614849], [0.156231, -2.161270, -0.331124], [0.650918, -0.617906, 1.481291], [-1.791471, 0.949391, 1.047263], [-1.115474, 0.487692, 2.618482], [-2.032958, -0.735905, 1.839681], [1.548095, -0.268800, -2.585808], [2.566521, 0.869720, -1.436978], [2.156091, -0.776093, -0.933759], [-1.032426, 1.952703, -1.843280], [0.985554, 2.729698, 0.615136]], "forces_ev_per_a": [[-4.5, 1.4, 2.4], [-2.4, 3.1, -2.3], [-0.5, 1.2, 2.2], [-2.8, -1.3, -4.1], [-1.2, 3.0, -3.9], [3.7, 1.8, 1.9], [0.2, 1.8, 1.4], [-0.4, 0.2, -0.2], [1.1, -0.4, 0.6], [4.3, -2.5, -3.3], [2.4, -0.7, 1.5], [0.1, -1.3, 0.1], [0.4, -0.4, -1.2], [-0.3, 0.5, -0.6], [0.0, 0.8, 3.2], [-1.2, -1.3, 0.0], [1.2, -2.7, 1.6], [0.2, -2.2, 1.0], [-0.3, -0.8, -0.3]], "e_tot_ha": -667.09810, "multiplicity": 1, "gap_ev": 8.99, "e_homo_ev": -8.17, "charge": 0, "smiles": "CC(C)S(C)(=N)=N"}



Listing F_max for the structures above in their given order: 0.04933 0.05801 0.05136 0.08793 0.06849 0.11617 Eh/bohr.